# 1
Computed, not measured: a gas-phase ion, C13H19N2 (charge +1) in a non-equilibrium geometry, with ωB97M-V with the def2-TZVPD basis set.

XYZ file:
```
34
Properties=species:S:1:pos:R:3:lowdin_charge:R:1
C 3.53 -0.86 0.65 -0.0474
C 2.49 -0.13 -0.19 -0.5639
C 2.41 -0.92 -1.50 -0.0639
C 2.78 1.39 -0.42 -0.0119
N 1.03 -0.12 0.37 0.0648
C 0.46 -0.81 1.40 -0.0526
C -0.91 -0.76 1.56 -0.0688
C -1.95 -0.44 0.68 -0.1282
C -3.16 -1.20 0.82 -0.0325
C -4.23 -1.03 0.02 -0.0330
C -4.14 -0.25 -1.15 -0.0610
C -3.12 0.60 -1.31 -0.0241
C -2.08 0.64 -0.33 -0.1431
C -1.37 1.83 -0.26 -0.0677
N -0.44 2.12 0.62 0.1647
H 4.54 -0.69 0.27 0.0949
H 3.46 -0.40 1.71 0.1054
H 3.03 -1.96 0.76 0.1373
H 2.02 -1.90 -1.10 0.0935
H 3.43 -1.09 -2.00 0.1217
H 1.65 -0.64 -2.23 0.0762
H 3.35 1.48 -1.38 0.1027
H 1.77 1.95 -0.35 0.0854
H 3.39 1.66 0.36 0.0404
H 0.39 0.21 -0.32 0.0974
H 1.12 -1.30 2.09 0.1292
H -1.25 -1.36 2.41 0.1197
H -2.93 -2.00 1.50 0.1110
H -5.08 -1.79 0.27 0.1640
H -5.03 -0.32 -1.73 0.1110
H -2.88 0.94 -2.28 0.1174
H -1.45 2.44 -1.10 0.1314
H -0.41 1.55 1.39 0.0699
H -0.43 3.14 0.78 0.1602
```

Calculated values
calculated total energy	-615.938348	a.u.
structure (SMILES)	CC(C)(C)/[NH+]=C/C=c1/cccc/c1=C/N
relative energy (zero: lowest compared OMol25 entry of this formula, charge and spin)	2.772	eV
HOMO level	-11.598	eV
LUMO	-0.172	Ha
molecular weight	203.309	g/mol
charge	+1

=====

# 2
Computed, not measured: a molecular structure, C13H19N5RhS in a non-equilibrium geometry, with ωB97M-V with the def2-TZVPD basis set.

XYZ file:
```
39
Properties=species:S:1:pos:R:3:lowdin_charge:R:1
Rh -0.17 -0.25 -0.63 0.9156
C 2.02 -3.00 -0.01 0.0153
C 0.89 -2.43 -0.79 -0.2788
C 1.11 -1.78 -2.04 -0.0437
C 0.05 -1.23 -2.76 -0.0665
C -1.29 -1.37 -2.29 -0.0797
C -1.54 -2.10 -1.13 -0.0568
C -0.44 -2.60 -0.38 -0.0410
H 2.23 -4.00 -0.40 0.1344
H 1.78 -3.10 1.05 0.1114
H 2.94 -2.41 -0.13 0.1017
H 2.13 -1.66 -2.41 0.1503
H 0.24 -0.69 -3.68 0.1499
H -2.11 -0.93 -2.84 0.1489
H -2.56 -2.22 -0.77 0.1512
H -0.62 -3.14 0.54 0.1515
N -0.77 1.58 -1.40 0.0041
N 0.27 2.52 -1.62 0.0085
C 1.56 2.18 -1.42 -0.7036
N 2.51 3.00 -1.78 0.2000
S 1.93 0.73 -0.56 0.8862
H -1.19 1.39 -2.31 0.1369
H -1.48 2.01 -0.80 0.1530
H 0.00 3.40 -2.06 0.1937
H 2.34 3.86 -2.28 0.1625
H 3.48 2.78 -1.57 0.1501
N 0.26 2.35 1.64 0.1533
C -0.47 1.30 2.10 -0.3351
C -1.02 1.44 3.39 0.0256
C -1.78 0.46 3.94 0.0174
C -2.04 -0.69 3.17 -0.0129
C -1.51 -0.77 1.93 -0.1125
N -0.69 0.19 1.36 -0.0122
H 0.42 3.11 2.27 0.1325
H 0.93 2.23 0.92 -0.0027
H -0.80 2.35 3.94 0.1395
H -2.19 0.57 4.94 0.1448
H -2.67 -1.49 3.54 0.1364
H -1.77 -1.61 1.32 0.0707
```

Calculated values
calculated total energy	-1288.270450	a.u.
relative energy (zero: lowest compared OMol25 entry of this formula, charge and spin)	0.278	eV
HOMO level	-18.028	eV
LUMO	-0.444	Ha
molecular weight	380.303	g/mol
charge	+3

=====

Number 2 is which compound? C13H19N5RhS

=====

The lowest HOMO level belongs to which entry? C13H19N5RhS